Entry 1:
The following is a DFT calculation (the ωB97M-V functional and the def2-TZVPD basis) of a molecular structure, C66H52F10O10V3.

## Properties
Charge ... +1
Maximum force ... 3.93 eV/Å
Spin multiplicity ... 1
Highest occupied orbital energy ... -10.66 eV
Frontier orbital gap ... 4.28 eV
Electronic energy ... -7129.0114 Eh
E_LUMO ... -6.38 eV

```
141
C66H52F10O10V3 (the ωB97M-V functional and the def2-TZVPD basis)
O -2.959 4.147 -2.403
V -3.344 2.916 -1.537
O -4.515 2.102 -2.252
O -3.266 3.812 2.186
V -4.430 2.813 1.848
O -4.848 2.005 3.139
O 2.048 -4.576 1.162
V 0.669 -3.841 1.291
O -0.497 -4.702 0.650
C -1.944 -0.273 1.391
C -0.978 -1.316 1.210
C -0.183 -1.347 -0.125
O 0.631 -2.301 -0.257
C -0.574 -0.432 -1.108
C -1.493 0.600 -0.872
C -2.253 0.638 0.425
O -3.312 1.416 0.629
O -1.783 1.383 -1.815
O -0.723 -2.194 2.032
H -2.474 -0.302 2.334
H -0.120 -0.532 -2.084
F 5.150 4.093 -0.912
C 4.400 3.037 -0.572
C 3.300 2.694 -1.312
C 2.509 1.625 -0.903
C 2.858 0.893 0.226
C 4.033 1.197 0.892
C 4.809 2.281 0.515
H 2.919 3.326 -2.107
H 1.638 1.317 -1.468
H 2.225 0.056 0.496
H 4.348 0.571 1.720
H 5.709 2.566 1.043
F 2.117 -2.103 2.133
C 3.362 -1.930 2.680
C 4.475 -2.306 1.968
C 5.733 -2.002 2.456
C 5.844 -1.433 3.727
C 4.719 -1.205 4.510
C 3.469 -1.423 3.959
H 4.392 -2.788 1.000
H 6.634 -2.265 1.922
H 6.863 -1.266 4.057
H 4.848 -1.033 5.570
H 2.609 -1.171 4.572
F -1.854 1.714 -7.225
C -1.982 0.728 -6.323
C -0.856 0.166 -5.769
C -0.969 -0.810 -4.793
C -2.237 -1.311 -4.489
C -3.349 -0.772 -5.100
C -3.251 0.324 -5.951
H 0.137 0.539 -5.996
H -0.119 -1.210 -4.258
H -2.310 -2.072 -3.722
H -4.343 -1.157 -4.930
H -4.127 0.817 -6.350
F -7.753 -4.431 1.062
C -6.957 -3.559 1.698
C -6.045 -2.849 0.938
C -5.244 -1.892 1.534
C -5.398 -1.645 2.898
C -6.289 -2.390 3.655
C -7.075 -3.362 3.061
H -6.029 -3.089 -0.119
H -4.562 -1.254 0.986
H -4.756 -0.913 3.377
H -6.428 -2.189 4.709
H -7.838 -3.913 3.595
F -1.078 3.816 -4.402
C 0.156 3.461 -4.792
C 0.852 2.553 -4.006
C 2.160 2.257 -4.342
C 2.767 2.852 -5.440
C 2.062 3.734 -6.247
C 0.757 4.050 -5.875
H 0.324 2.082 -3.184
H 2.728 1.606 -3.692
H 3.795 2.616 -5.691
H 2.485 4.226 -7.109
H 0.177 4.694 -6.528
F -2.426 2.653 4.675
C -1.181 2.227 4.413
C -0.957 0.866 4.318
C 0.310 0.400 4.005
C 1.338 1.311 3.822
C 1.094 2.675 3.841
C -0.202 3.127 4.074
H -1.747 0.196 4.641
H 0.443 -0.666 3.877
H 2.347 0.985 3.597
H 1.906 3.340 3.588
H -0.369 4.198 4.049
F -1.681 3.511 -0.087
C -0.645 4.433 0.111
C -0.765 5.683 -0.457
C 0.350 6.511 -0.410
C 1.491 6.118 0.268
C 1.586 4.845 0.818
C 0.489 3.994 0.733
H -1.671 5.971 -0.972
H 0.332 7.482 -0.886
H 2.352 6.775 0.256
H 2.490 4.448 1.252
H 0.601 2.954 1.013
F 0.403 -4.360 3.379
C 0.830 -3.767 4.562
C 1.972 -4.273 5.139
C 2.384 -3.766 6.362
C 1.639 -2.766 6.968
C 0.447 -2.333 6.409
C 0.100 -2.758 5.131
H 2.450 -5.131 4.682
H 3.291 -4.163 6.796
H 1.902 -2.410 7.957
H -0.191 -1.635 6.932
H -0.812 -2.382 4.685
F -4.276 -5.879 -2.912
C -4.280 -4.593 -2.563
C -3.403 -4.119 -1.608
C -3.437 -2.784 -1.298
C -4.362 -1.919 -1.836
C -5.246 -2.389 -2.798
C -5.187 -3.730 -3.170
H -2.599 -4.755 -1.253
H -2.755 -2.348 -0.577
H -4.331 -0.952 -1.359
H -5.993 -1.792 -3.304
H -5.921 -4.168 -3.835
F 6.732 0.108 -2.449
C 5.539 -0.440 -2.743
C 4.824 -1.041 -1.723
C 3.570 -1.515 -2.044
C 3.023 -1.445 -3.316
C 3.771 -0.848 -4.313
C 5.055 -0.385 -4.029
H 5.164 -1.044 -0.697
H 2.984 -2.025 -1.279
H 2.030 -1.830 -3.503
H 3.410 -0.677 -5.319
H 5.621 0.110 -4.809
```

***

Entry 2:
The following is a DFT calculation (the ωB97M-V functional and the def2-TZVPD basis) of a molecular structure, C25H44FGaNO2.

## Properties
Charge ... -1
Maximum force ... 5.21 eV/Å
Spin multiplicity ... 1
Highest occupied orbital energy ... -4.70 eV
Frontier orbital gap ... 7.19 eV
Electronic energy ... -3208.8922 Eh
E_LUMO ... 2.49 eV

```
74
C25H44FGaNO2 (the ωB97M-V functional and the def2-TZVPD basis)
C -1.927 -3.366 1.984
C -1.021 -3.307 0.733
C -1.301 -2.038 -0.128
C -1.200 -2.323 -1.647
C 0.097 -1.816 -2.349
C 1.291 -1.591 -1.419
C 2.608 -1.350 -2.169
C 2.512 -0.337 -3.319
C 2.587 1.133 -2.839
C 1.561 2.020 -3.552
C 1.689 3.510 -3.181
C 1.899 3.801 -1.678
Ga 0.489 3.014 -0.403
C -0.003 4.514 0.938
C -1.265 2.449 -1.287
C -1.737 3.357 -2.447
C -3.306 3.318 -2.552
C -3.811 2.975 -3.968
C 1.151 1.423 0.756
O 0.344 0.781 1.346
N 2.536 0.984 0.915
C 3.439 2.010 1.203
O 3.151 2.979 1.731
F 4.675 1.794 0.774
H -2.777 -2.685 1.919
H -1.356 -3.167 2.895
H -2.370 -4.360 2.122
H 0.039 -3.437 0.961
H -1.324 -4.146 0.097
H -0.729 -1.170 0.203
H -2.352 -1.798 0.067
H -2.035 -1.788 -2.115
H -1.377 -3.378 -1.877
H -0.155 -0.940 -2.948
H 0.402 -2.592 -3.070
H 1.089 -0.673 -0.856
H 1.392 -2.378 -0.666
H 3.013 -2.289 -2.575
H 3.380 -0.975 -1.486
H 3.396 -0.498 -3.952
H 1.651 -0.471 -3.978
H 3.564 1.558 -3.097
H 2.426 1.206 -1.763
H 0.539 1.684 -3.329
H 1.704 1.947 -4.640
H 2.570 3.889 -3.734
H 0.847 4.098 -3.561
H 2.898 3.478 -1.351
H 1.877 4.889 -1.532
H -1.077 4.522 1.144
H 0.570 4.312 1.849
H 0.316 5.479 0.528
H -2.017 2.396 -0.490
H -1.191 1.419 -1.676
H -1.351 2.976 -3.397
H -1.462 4.405 -2.292
H -3.694 2.575 -1.852
H -3.702 4.292 -2.242
H -4.860 3.295 -4.028
H -3.813 1.896 -4.141
H -3.255 3.491 -4.754
H 2.600 0.201 1.564
C -0.817 -5.645 6.673
C -1.733 -4.815 6.041
C -1.572 -3.437 6.090
C -0.490 -2.889 6.763
C 0.429 -3.718 7.393
C 0.263 -5.096 7.351
H -0.944 -6.720 6.637
H -2.574 -5.243 5.509
H -2.290 -2.790 5.601
H -0.361 -1.814 6.797
H 1.275 -3.290 7.916
H 0.977 -5.743 7.846
```

***

Entry 3:
The following is a DFT calculation (the ωB97M-V functional and the def2-TZVPD basis) of 4 unconnected molecules or ions with the total composition C15H28BrINO12P.

## Properties
Charge ... 0
Maximum force ... 1.95 eV/Å
Spin multiplicity ... 1
Highest occupied orbital energy ... -9.49 eV
Frontier orbital gap ... 9.28 eV
Electronic energy ... -4759.0331 Eh
E_LUMO ... -0.20 eV
SMILES ... N=[PH2][C@]1(Br)OC(=O)O[C@H]1I.CCOC(=O)OC.CCOC(=O)OC.CCOC(=O)OC

```
59
C15H28BrINO12P (the ωB97M-V functional and the def2-TZVPD basis)
N -0.978 0.247 -0.060
P 0.366 0.648 -0.772
C 1.417 1.792 0.251
Br 3.256 1.689 -0.354
O 1.344 1.627 1.624
C 1.162 2.861 2.222
O 0.779 3.032 3.328
O 1.458 3.801 1.280
C 0.795 3.204 0.154
I 0.951 4.347 -1.595
H -1.739 0.576 -0.639
H 1.183 -0.465 -1.036
H 0.181 1.319 -1.989
H -0.212 3.036 0.515
C 0.546 -2.481 -6.795
C -0.763 -1.785 -7.101
O -1.847 -2.343 -6.345
C -1.927 -1.939 -5.081
O -1.198 -1.150 -4.540
O -2.953 -2.563 -4.511
C -3.123 -2.269 -3.121
H 0.446 -3.558 -6.937
H 1.334 -2.111 -7.450
H 0.848 -2.311 -5.763
H -1.032 -1.933 -8.145
H -0.697 -0.713 -6.924
H -3.170 -1.196 -2.952
H -2.311 -2.704 -2.541
H -4.062 -2.722 -2.822
C 4.699 -2.077 1.753
C 3.517 -2.684 1.027
O 3.842 -3.019 -0.330
C 4.519 -4.152 -0.489
O 4.850 -4.911 0.381
O 4.758 -4.309 -1.791
C 5.529 -5.469 -2.109
H 5.092 -1.228 1.193
H 4.400 -1.738 2.744
H 5.507 -2.798 1.866
H 2.707 -1.959 0.961
H 3.134 -3.560 1.548
H 5.087 -6.363 -1.675
H 6.552 -5.349 -1.758
H 5.527 -5.555 -3.191
C -1.900 2.834 5.062
C -2.208 4.314 5.071
O -3.483 4.596 4.473
C -4.538 4.375 5.250
O -4.517 3.998 6.391
O -5.634 4.660 4.547
C -6.856 4.419 5.245
H -1.985 2.433 4.052
H -0.890 2.655 5.426
H -2.597 2.283 5.693
H -1.478 4.850 4.467
H -2.169 4.725 6.079
H -6.861 4.921 6.210
H -7.009 3.349 5.379
H -7.652 4.821 4.626
```

***

Entry 4:
The following is a DFT calculation (the ωB97M-V functional and the def2-TZVPD basis) of a molecular structure, C26H23BrCoN6O4S.

## Properties
Charge ... 0
Maximum force ... 2.13 eV/Å
Spin multiplicity ... 2
Highest occupied orbital energy (alpha / beta) ... -6.94 / -6.94 eV
Frontier orbital gap (alpha / beta) ... 6.40 / 6.64 eV
Electronic energy ... -5988.8787 Eh
E_LUMO (alpha / beta) ... -0.54 / -0.31 eV

```
62
C26H23BrCoN6O4S (the ωB97M-V functional and the def2-TZVPD basis)
Co 0.596 0.091 -0.320
O -4.153 1.319 1.820
C -4.324 0.024 2.187
C -5.496 -0.437 2.772
C -5.621 -1.768 3.137
C -4.578 -2.651 2.914
C -3.412 -2.189 2.319
C -3.265 -0.856 1.961
C -2.018 -0.355 1.283
O -2.119 0.708 -0.925
N -0.888 -0.980 1.939
N 0.350 -0.775 1.558
C 1.338 -1.308 2.189
C 2.699 -1.214 1.724
Br 2.842 -0.635 -0.133
C 3.786 -1.473 2.454
C 5.193 -1.494 2.041
C 5.612 -2.089 0.850
C 6.952 -2.100 0.502
C 7.898 -1.525 1.337
C 7.497 -0.953 2.537
C 6.159 -0.947 2.888
H -4.975 1.806 1.921
H -6.325 0.244 2.931
H -6.540 -2.113 3.593
H -4.669 -3.694 3.187
H -2.621 -2.894 2.086
H -1.956 0.729 1.391
H -1.060 -1.558 2.748
H 1.166 -1.906 3.082
H 3.603 -1.655 3.509
H 4.887 -2.574 0.210
H 7.261 -2.572 -0.423
H 8.944 -1.534 1.061
H 8.232 -0.517 3.200
H 5.852 -0.495 3.824
N -0.654 4.378 -6.290
C -0.552 4.070 -4.951
C -1.591 4.380 -4.067
C -1.509 4.021 -2.735
C -0.387 3.353 -2.273
C 0.654 3.036 -3.135
C 0.577 3.400 -4.463
S -0.367 2.689 -0.640
O -1.187 3.476 0.231
O 1.026 2.436 -0.256
N -0.807 1.159 -0.867
C -2.080 -0.622 -0.328
N -0.860 -1.271 -0.764
C -0.934 -2.400 -1.446
C -2.124 -3.003 -1.782
C -3.290 -2.312 -1.387
N -3.309 -1.213 -0.701
H -1.349 5.047 -6.567
H 0.184 4.368 -6.842
H -2.467 4.896 -4.441
H -2.309 4.255 -2.045
H 1.519 2.515 -2.746
H 1.387 3.157 -5.141
H 0.017 -2.840 -1.733
H -2.163 -3.929 -2.333
H -4.271 -2.705 -1.650
```

***

Entry 5:
The following is a DFT calculation (the ωB97M-V functional and the def2-TZVPD basis) of C7H6O in the gas phase.

## Properties
Charge ... 0
Maximum force ... 3.29 eV/Å
Spin multiplicity ... 1
Highest occupied orbital energy (alpha / beta) ... -8.50 / -8.50 eV
Frontier orbital gap (alpha / beta) ... 7.40 / 7.40 eV
Electronic energy ... -345.3549 Eh
E_LUMO (alpha / beta) ... -1.10 / -1.10 eV
ΔE to the lowest compared entry with this formula, charge and spin ... 106.89 kcal per mole

```
14
C7H6O (the ωB97M-V functional and the def2-TZVPD basis)
C -0.548 -0.869 -1.791
C 0.663 -0.404 -2.059
C -1.099 -1.130 0.539
C 0.332 -0.617 0.759
C 0.525 0.760 0.137
C -1.448 -1.378 -0.877
C 0.187 0.671 -1.347
O -1.910 -1.520 1.357
H 0.398 -0.699 1.815
H 1.152 -1.254 0.266
H -0.162 1.583 0.438
H 1.572 0.997 0.451
H -2.284 -1.877 -1.335
H -0.356 1.552 -1.861
```

***

Entry 6:
The following is a DFT calculation (the ωB97M-V functional and the def2-TZVPD basis) of a molecular structure, C25H21N3O4.

## Properties
Charge ... 0
Maximum force ... 17.78 eV/Å
Spin multiplicity ... 1
Highest occupied orbital energy ... -7.77 eV
Frontier orbital gap ... 6.53 eV
Electronic energy ... -1429.8174 Eh
E_LUMO ... -1.24 eV
ΔE to the lowest compared entry with this formula, charge and spin ... 410.12 kcal per mole

```
53
C25H21N3O4 (the ωB97M-V functional and the def2-TZVPD basis)
C -5.255 -0.834 0.180
H -5.311 -1.922 0.058
O -4.338 -0.368 1.168
C -3.100 -0.725 1.142
C -2.388 -0.109 1.916
C -1.091 -0.073 2.163
C -0.446 -0.951 1.402
C -1.116 -1.623 0.261
C -2.532 -1.585 0.244
O -3.182 -2.475 -0.471
C -2.614 -3.019 -1.399
H -2.069 -2.505 -2.203
H -1.888 -4.148 -1.057
H -3.322 -3.635 -1.938
H -0.547 -2.320 -0.387
C 1.028 -0.830 1.186
N 1.721 -2.020 0.609
C 2.941 -1.844 0.277
C 3.711 -2.857 -0.334
C 4.865 -2.876 -0.610
C 5.559 -1.718 -0.840
C 4.908 -0.460 -0.150
C 3.705 -0.454 0.250
C 2.977 0.628 0.872
C 1.783 0.598 0.989
H 1.358 1.286 1.671
C 3.640 1.760 0.573
O 4.777 2.424 0.908
N 2.717 2.836 0.111
C 1.496 2.656 -0.323
C 1.094 1.739 -1.259
C -0.285 1.343 -1.550
C -1.209 2.211 -0.835
C -0.876 3.183 -0.177
C 0.451 3.507 0.073
H 0.819 4.644 0.679
H -1.563 4.011 0.049
C -2.660 1.766 -0.751
O -3.035 1.012 -1.864
N -3.653 2.419 -0.042
H -3.137 2.649 0.869
H -4.614 1.995 0.105
H -0.659 0.483 -1.993
H 1.790 0.850 -1.615
H 3.025 3.887 0.003
H 5.735 0.307 -0.312
H 6.704 -1.812 -1.074
H 5.506 -3.971 -1.042
H 3.067 -3.789 -0.353
H -0.634 0.685 2.878
H -2.934 0.771 2.682
H -4.844 -0.460 -0.901
H -6.073 -0.272 0.161
```